{"formula": "C55H88N3O9P2SSeSr", "method": "ωB97M-V/def2-TZVPD", "species": ["Sr", "C", "C", "C", "C", "C", "C", "C", "Se", "C", "C", "C", "C", "C", "C", "O", "C", "C", "C", "C", "C", "C", "C", "C", "C", "O", "C", "C", "C", "C", "C", "C", "H", "H", "H", "H", "H", "H", "H", "H", "H", "H", "H", "H", "H", "H", "H", "H", "H", "H", "H", "H", "H", "H", "H", "H", "H", "H", "H", "H", "H", "H", "H", "H", "H", "H", "H", "H", "H", "H", "H", "H", "C", "C", "C", "O", "P", "O", "C", "P", "O", "O", "C", "C", "C", "O", "C", "C", "C", "O", "C", "C", "C", "H", "H", "H", "H", "H", "H", "H", "H", "H", "H", "H", "H", "H", "H", "H", "H", "H", "H", "H", "H", "H", "H", "H", "H", "H", "H", "H", "H", "H", "H", "S", "C", "C", "C", "C", "C", "C", "C", "C", "C", "N", "H", "H", "H", "H", "H", "H", "C", "N", "C", "C", "O", "N", "C", "C", "H", "H", "H", "H", "H", "H", "H", "H", "H", "H", "H", "H"], "positions_angstrom": [[1.0199, -0.3976, -0.0308], [-6.4016, 3.2684, 0.1364], [-5.8153, 3.0861, -1.2716], [-6.9228, 2.5658, -2.1897], [-5.3617, 4.4513, -1.8068], [-4.6263, 2.1336, -1.2124], [-3.5074, 2.4470, -0.4533], [-2.3950, 1.6066, -0.3472], [-1.2877, 2.1340, 1.1575], [-2.1193, 0.8896, 2.3938], [-3.1833, 1.3181, 3.1580], [-3.8907, 0.4309, 3.9628], [-3.5041, -0.9084, 3.9242], [-2.4388, -1.3847, 3.1698], [-1.6615, -0.4568, 2.4073], [-0.5962, -0.8046, 1.7856], [-2.0443, -2.8655, 3.1513], [-2.0582, -3.3988, 1.7073], [-3.0230, -3.7169, 3.9650], [-0.6397, -3.0637, 3.7467], [-5.0752, 0.9355, 4.7891], [-4.6496, 2.1405, 5.6409], [-6.2084, 1.3693, 3.8460], [-5.6207, -0.1363, 5.7347], [-2.2977, 0.3978, -1.1138], [-1.2256, -0.3156, -1.2288], [-3.5402, -0.0093, -1.7203], [-4.6183, 0.8644, -1.7793], [-3.7973, -1.4309, -2.2601], [-2.5741, -2.3525, -2.3131], [-4.3995, -1.3916, -3.6793], [-4.8210, -2.1037, -1.3233], [-7.2802, 3.9207, 0.1103], [-5.6687, 3.7125, 0.8124], [-6.6949, 2.3036, 0.5546], [-7.7357, 3.2945, -2.2392], [-7.3404, 1.6269, -1.8200], [-6.5513, 2.4014, -3.2038], [-6.1976, 5.1572, -1.8206], [-4.9750, 4.3535, -2.8239], [-4.5700, 4.8743, -1.1866], [-3.5009, 3.3615, 0.1275], [-3.4707, 2.3626, 3.0950], [-4.0659, -1.6215, 4.5118], [-3.0363, -3.2237, 1.2489], [-1.8664, -4.4765, 1.7039], [-1.2974, -2.9022, 1.1093], [-4.0421, -3.6394, 3.5769], [-3.0279, -3.4294, 5.0196], [-2.7185, -4.7652, 3.9064], [0.0817, -2.4302, 3.2343], [-0.3295, -4.1079, 3.6391], [-0.6436, -2.8224, 4.8145], [-4.3221, 2.9730, 5.0173], [-3.8201, 1.8690, 6.2976], [-5.4841, 2.4878, 6.2583], [-5.8711, 2.1610, 3.1743], [-7.0698, 1.7404, 4.4115], [-6.5309, 0.5273, 3.2297], [-4.8396, -0.5097, 6.4007], [-6.0344, -0.9832, 5.1835], [-6.4209, 0.2860, 6.3480], [-5.5099, 0.5204, -2.2881], [-1.8119, -1.9707, -2.9943], [-2.8933, -3.3389, -2.6667], [-2.1149, -2.4654, -1.3336], [-3.8138, -0.7498, -4.3419], [-5.4268, -1.0234, -3.6848], [-4.4116, -2.3988, -4.1045], [-4.4101, -2.1783, -0.3144], [-5.0592, -3.1116, -1.6772], [-5.7473, -1.5294, -1.2670], [4.5965, 4.9874, -1.2947], [3.6140, 4.4626, -0.2672], [2.8346, 5.5477, 0.4482], [2.6457, 3.6306, -0.9562], [2.6254, 2.0769, -0.6559], [2.6110, 1.6114, 0.7459], [0.9600, 1.7284, -1.6335], [1.2819, 0.5038, -2.9885], [1.9716, -0.6756, -2.4513], [2.1774, 1.5094, -3.8354], [2.8020, 1.2001, -5.0946], [3.1934, -0.2646, -5.2450], [4.0092, 2.1154, -5.1912], [0.0945, 0.0533, -3.8875], [-1.1835, 0.6494, -4.2119], [-1.1983, 2.1431, -3.9266], [-1.4765, 0.2986, -5.6539], [3.8977, 1.5111, -1.4128], [4.7377, 0.4835, -0.7811], [5.0829, -0.5674, -1.8132], [5.9641, 1.1809, -0.2257], [5.3437, 5.6211, -0.8156], [4.0663, 5.5801, -2.0424], [5.1020, 4.1589, -1.7910], [4.1379, 3.8490, 0.4697], [2.2990, 6.1602, -0.2789], [3.5107, 6.1908, 1.0135], [2.1173, 5.0995, 1.1348], [0.7500, 2.7078, -2.0549], [0.1484, 1.4086, -0.9932], [2.0824, 1.4608, -5.8778], [3.9107, -0.5517, -4.4765], [3.6547, -0.4068, -6.2236], [2.3303, -0.9266, -5.1769], [4.7096, 1.8680, -4.3914], [3.7026, 3.1560, -5.0808], [4.5102, 1.9968, -6.1520], [-1.8979, 0.1629, -3.5497], [-0.3411, 2.6427, -4.3865], [-1.2119, 2.3245, -2.8499], [-2.1061, 2.5859, -4.3390], [-0.7682, 0.7962, -6.3213], [-2.4849, 0.6187, -5.9143], [-1.4052, -0.7799, -5.7971], [4.1736, 0.0372, 0.0377], [5.7584, -0.1589, -2.5703], [4.1813, -0.9567, -2.2798], [5.5841, -1.3961, -1.3088], [6.5343, 1.6444, -1.0343], [6.6025, 0.4562, 0.2807], [5.6760, 1.9455, 0.4984], [4.6006, -3.8692, 1.1130], [4.6491, -2.7815, 2.4314], [3.6422, -1.8609, 2.3520], [2.7651, -1.9781, 1.2201], [3.1944, -3.0369, 0.4645], [2.5756, -3.5148, -0.7733], [3.2471, -4.3181, -1.7020], [2.5922, -4.7140, -2.8529], [1.2855, -4.2978, -3.0626], [0.7015, -3.4897, -2.1028], [1.3118, -3.1053, -0.9860], [5.3960, -2.8880, 3.2048], [3.5194, -1.1003, 3.1184], [4.2710, -4.6140, -1.5158], [3.0993, -5.3358, -3.5814], [0.7321, -4.5771, -3.9493], [-0.3105, -3.1212, -2.2363], [3.5351, 3.5073, 3.4285], [3.1849, 2.4175, 4.3093], [4.2859, 1.5512, 4.6773], [1.8691, 2.0019, 4.3149], [1.0246, 2.5082, 3.5998], [1.6054, 0.9555, 5.2114], [0.3848, 0.2185, 4.9043], [1.7402, 1.2954, 6.6172], [4.3696, 4.0688, 3.8561], [2.6755, 4.1598, 3.3094], [3.8190, 3.1308, 2.4409], [4.8599, 1.2697, 3.7871], [3.9073, 0.6439, 5.1366], [4.9624, 2.0548, 5.3748], [0.3299, 0.0487, 3.8331], [-0.5210, 0.7491, 5.2180], [0.4333, -0.7471, 5.4086], [2.6472, 1.8729, 6.7879], [1.7969, 0.3793, 7.2087], [0.8826, 1.8810, 6.9765]], "atomic_forces_ev_per_a": [[-1.2, -2.4, 2.2], [0.0, 0.0, 0.0], [0.0, 0.0, 0.0], [0.0, 0.0, 0.0], [0.0, 0.0, 0.0], [0.1, -0.1, 0.0], [0.1, -0.2, -0.2], [-0.6, 0.7, 0.1], [0.5, -0.8, -0.1], [0.2, 0.1, -0.3], [-0.1, 0.0, -0.1], [-0.1, 0.1, 0.1], [0.0, -0.1, 0.0], [0.2, 0.1, 0.1], [0.0, 0.1, -0.1], [0.4, -0.1, -0.4], [-0.1, -0.1, 0.0], [0.0, 0.0, 0.0], [0.0, 0.0, 0.0], [-0.1, 0.0, 0.0], [0.0, 0.0, 0.0], [0.0, 0.0, 0.0], [0.0, 0.0, 0.0], [0.0, 0.0, 0.0], [-0.5, -0.3, 0.3], [0.5, 0.6, 0.3], [0.3, 0.0, -0.2], [0.0, 0.1, -0.1], [-0.1, -0.1, 0.0], [-0.1, 0.0, 0.0], [0.0, 0.1, 0.0], [0.1, 0.0, 0.0], [0.0, 0.0, 0.0], [0.0, 0.0, 0.0], [0.0, 0.0, 0.0], [0.0, 0.0, 0.0], [0.0, 0.0, 0.0], [0.0, 0.0, 0.0], [0.0, 0.0, 0.0], [0.0, 0.0, 0.0], [0.0, 0.0, 0.0], [0.0, 0.0, 0.0], [0.0, 0.0, 0.0], [0.0, 0.0, 0.0], [0.0, 0.0, 0.0], [0.0, 0.0, 0.0], [0.0, 0.0, 0.0], [0.0, 0.0, 0.0], [0.0, 0.0, 0.0], [0.0, 0.0, 0.0], [0.0, 0.0, 0.0], [0.0, 0.0, 0.0], [0.0, 0.0, 0.0], [0.0, 0.0, 0.0], [0.0, 0.0, 0.0], [0.0, 0.0, 0.0], [0.0, 0.0, 0.0], [0.0, 0.0, 0.0], [0.0, 0.0, 0.0], [0.0, 0.0, 0.0], [0.0, 0.0, 0.0], [0.0, 0.0, 0.0], [0.0, 0.0, 0.0], [0.0, 0.0, 0.0], [0.0, 0.0, 0.0], [0.0, 0.0, 0.0], [0.0, 0.0, 0.0], [0.0, 0.0, 0.0], [0.0, 0.0, 0.0], [0.0, 0.0, 0.0], [0.0, 0.0, 0.0], [0.0, 0.0, 0.0], [-0.1, 0.0, 0.0], [0.1, 0.2, 0.1], [0.1, -0.1, 0.0], [0.0, -0.2, 0.2], [-1.0, 0.2, -1.1], [-0.4, 0.1, -0.2], [2.1, 0.1, -0.6], [0.0, 1.5, 0.3], [0.2, -0.4, 0.3], [0.0, -0.2, -0.3], [0.2, -0.1, -0.3], [-0.1, 0.1, 0.1], [-0.1, 0.0, 0.1], [0.0, 0.0, -0.2], [-0.3, 0.4, 0.1], [-0.1, -0.1, -0.1], [0.2, 0.0, 0.0], [-0.2, 0.1, -0.1], [0.3, -0.1, 0.1], [0.0, 0.0, 0.1], [-0.1, 0.0, 0.0], [0.0, 0.0, 0.0], [0.0, 0.0, 0.0], [0.0, 0.0, 0.0], [0.0, 0.0, 0.0], [0.0, 0.0, 0.0], [0.0, 0.0, 0.0], [0.0, 0.0, 0.0], [-0.1, -0.1, 0.0], [-0.4, 0.6, -0.1], [-0.1, 0.0, 0.0], [0.0, 0.0, 0.0], [0.0, 0.0, 0.0], [0.0, 0.0, 0.0], [0.0, 0.0, 0.0], [0.0, 0.0, 0.0], [0.0, 0.0, 0.0], [0.0, 0.0, -0.1], [0.0, 0.0, 0.0], [-0.1, 0.0, -0.1], [0.0, -0.1, 0.0], [0.0, 0.0, 0.0], [0.0, 0.0, 0.0], [0.0, 0.0, 0.0], [0.0, -0.1, 0.0], [0.0, 0.0, 0.0], [0.0, 0.0, 0.0], [0.0, 0.0, 0.0], [0.0, 0.0, 0.0], [0.0, 0.0, 0.0], [0.0, 0.0, 0.0], [0.1, -0.1, 0.0], [-0.1, 0.1, 0.0], [0.1, 0.0, 0.1], [0.3, 0.2, -0.1], [0.0, 0.0, 0.1], [-0.1, 0.2, 0.1], [-0.1, -0.1, 0.0], [0.0, 0.0, 0.1], [0.0, 0.0, -0.1], [-0.1, 0.0, 0.0], [0.1, 0.0, -0.2], [0.0, 0.0, 0.0], [0.0, 0.0, 0.0], [0.0, 0.0, 0.0], [0.0, 0.0, 0.0], [0.0, 0.0, 0.0], [0.2, 0.0, 0.0], [0.0, 0.0, 0.0], [0.0, 0.1, 0.1], [0.0, 0.0, 0.0], [0.1, 0.0, 0.0], [0.1, 0.0, 0.0], [-0.1, 0.1, -0.1], [0.0, 0.0, 0.1], [0.1, -0.1, 0.0], [0.0, 0.0, 0.0], [0.0, 0.0, 0.0], [0.0, 0.0, 0.0], [0.0, 0.0, 0.0], [0.0, 0.0, 0.0], [0.0, 0.0, 0.0], [0.0, -0.1, 0.0], [0.0, 0.0, 0.0], [0.0, 0.0, 0.0], [0.0, 0.0, 0.0], [0.0, 0.0, 0.0], [0.0, 0.0, 0.0]], "e_lumo_ev": 2.061, "homo_ev": -3.873, "gap_ev": 5.93, "total_charge": -1, "de_lowest_kcal_mol": 43.1}